Record 1
DFT (ωB97M-V with the def2-TZVPD basis set) results for an isolated molecule of C23H37N3O3 at a distorted geometry.

Results
ΔE to the lowest compared entry with this formula, charge and spin = 1.826 eV
charge = 0
structure (SMILES) = CC(C)CCN1CCN(C2CCN(c3ccc4c(c3)OCO4)CC2)C[C@H]1CCO

Structure (XYZ):
```
66
Properties=species:S:1:pos:R:3:forces:R:3
C -8.083221 -0.301473 -1.365682 0.0505 0.0178 0.3150
C -7.246110 -0.669119 -0.140987 0.0974 -0.0466 -0.2958
C -7.276150 -2.181842 0.067579 -0.0240 0.2775 0.1487
C -5.815358 -0.147846 -0.311037 -0.0577 0.0450 0.4617
C -5.001081 -0.195843 0.991628 -0.1190 -0.1128 -0.2131
N -3.640759 0.304593 0.922945 0.1219 0.0541 -0.0301
C -3.575108 1.738702 0.713938 0.1680 0.1953 0.1947
C -2.162644 2.243047 0.993433 -0.2496 0.0740 -0.0927
N -1.257868 1.586589 0.075905 -0.1257 0.1113 0.0858
C 0.075291 2.163757 0.016035 0.2152 -0.2214 -0.1299
C 0.779549 1.778530 -1.289001 0.0434 0.3646 0.1431
C 2.128438 2.501074 -1.389619 -0.1956 -0.2305 -0.2253
N 2.981145 2.169818 -0.266230 -0.0539 0.4710 0.1202
C 3.809168 1.056962 -0.334977 0.4372 -0.2839 -0.1151
C 4.586417 0.845346 -1.479775 -0.2053 0.1098 -0.0214
C 5.478158 -0.212329 -1.599086 0.1148 -0.3993 0.2481
C 5.597806 -1.064815 -0.529695 -0.3467 0.1498 0.4583
C 4.846842 -0.861327 0.622753 0.4027 -0.1171 -0.5828
C 3.953399 0.171352 0.749325 0.0189 -0.1089 0.0995
O 5.145543 -1.838726 1.541145 -0.3769 0.5046 -0.0143
C 6.106862 -2.665364 0.921316 0.5665 -1.0664 0.4794
O 6.396445 -2.177203 -0.367649 -0.0302 0.3132 -0.3883
C 2.349741 2.535848 0.981795 -0.0492 -0.1523 0.1849
C 1.006921 1.828543 1.192424 -0.0865 0.2992 -0.1429
C -1.318429 0.158271 0.304911 -0.0887 -0.0052 -0.4338
C -2.728544 -0.360247 -0.005155 0.2409 -0.2733 0.2461
C -2.773014 -1.886845 0.124739 0.2116 0.2710 -0.3218
C -1.840145 -2.619015 -0.846562 -0.5363 -0.1665 0.0593
O -0.477153 -2.590730 -0.495028 0.4875 -0.0427 0.2339
H -7.660439 -0.751946 -2.261476 0.0417 -0.0548 -0.1401
H -8.111280 0.776960 -1.504682 -0.0199 0.1124 -0.0713
H -9.104540 -0.658078 -1.252495 -0.1318 -0.0328 -0.0538
H -7.688180 -0.186997 0.738642 0.0116 0.0133 0.0004
H -6.815812 -2.689255 -0.778212 0.0626 -0.0871 -0.1182
H -6.746497 -2.466663 0.972868 0.0551 -0.1265 0.0840
H -8.303116 -2.529499 0.155368 -0.0868 -0.1028 0.0163
H -5.312815 -0.731974 -1.084832 0.0263 -0.0088 -0.1422
H -5.859706 0.888189 -0.653438 0.0398 0.0237 -0.1016
H -5.515884 0.404994 1.748315 -0.0216 -0.0832 0.0102
H -4.959032 -1.217972 1.371049 -0.1044 0.0189 0.0408
H -4.277137 2.222477 1.396926 -0.0287 0.0123 -0.0212
H -3.836801 2.018043 -0.320794 -0.0178 0.0428 0.0713
H -2.123756 3.323109 0.831551 0.0145 -0.0006 0.0152
H -1.913732 2.033062 2.048376 -0.0307 0.0506 -0.0184
H -0.073579 3.252377 0.000725 0.0356 -0.0316 0.0021
H 0.961353 0.703322 -1.317723 0.0017 -0.0923 -0.0395
H 0.145644 2.043046 -2.135341 -0.0673 -0.0193 -0.0445
H 2.616241 2.232744 -2.324335 0.0000 0.1149 0.0363
H 1.968636 3.585249 -1.384075 0.0148 -0.0231 -0.0831
H 4.516671 1.537491 -2.303010 -0.0093 0.1018 -0.0427
H 6.062709 -0.351358 -2.492889 0.0818 -0.0036 -0.1309
H 3.391047 0.268204 1.660592 -0.1340 0.0523 0.1171
H 7.027600 -2.675920 1.527899 -0.2161 0.0854 -0.1469
H 5.713423 -3.693225 0.848023 0.0251 0.2745 -0.0229
H 3.035993 2.340119 1.806384 -0.0158 0.0861 -0.0187
H 2.176709 3.618652 0.945844 0.0216 -0.0345 0.0833
H 1.164070 0.750250 1.231723 -0.0131 -0.0858 0.0582
H 0.562270 2.153523 2.134858 -0.0159 -0.0498 0.0878
H -0.602518 -0.339723 -0.344311 0.0037 -0.0075 0.0966
H -1.093772 -0.095794 1.355531 0.0359 -0.0957 -0.0478
H -2.963634 -0.086411 -1.050927 0.0412 -0.0432 0.0441
H -2.523360 -2.163980 1.152339 -0.0699 -0.0894 0.0942
H -3.782347 -2.239490 -0.084771 -0.0861 -0.0717 0.0716
H -2.174291 -3.664040 -0.933653 -0.0105 0.1685 -0.0870
H -1.893327 -2.160716 -1.837039 -0.0712 -0.0525 0.0059
H -0.378718 -2.953928 0.392196 0.0064 0.0078 -0.0758
```
Positions in Å, forces in eV/Å.

***

Record 2
DFT (ωB97M-V with the def2-TZVPD basis set) results for a cluster of 6 separate species, C23H37O15P in total at a distorted geometry.

Results
ΔE to the lowest compared entry with this formula, charge and spin = 0.000 eV
charge = 0
structure (SMILES) = CC(=O)OCP(=O)(O)O.O=C1CCCO1.O=C1CCCO1.O=C1CCCO1.O=C1CCCO1.O=C1CCCO1

Structure (XYZ):
```
76
Properties=species:S:1:pos:R:3:forces:R:3
C -6.532973 1.570260 -3.535267 0.2537 -0.1656 0.4863
C -5.006492 1.570024 -3.490710 -2.1194 -1.7537 0.1784
O -4.428780 2.473947 -3.943475 2.0758 2.5630 -1.0632
O -4.360433 0.523503 -2.881556 -0.4587 0.2370 0.8897
C -3.370588 1.077102 -1.984118 -0.1133 0.0946 0.2655
P -2.786140 -0.155571 -0.753040 0.6472 -0.6076 -0.3003
O -1.971339 -1.214926 -1.318441 0.2445 -0.5354 -0.6429
O -4.075840 -0.816838 -0.033207 0.4147 1.2134 0.1178
O -1.872304 0.676155 0.297453 -2.3169 -0.3384 0.1077
H -6.936168 0.835936 -4.238749 0.0655 -0.0861 0.3874
H -6.843227 2.568376 -3.854197 0.1978 -0.2240 -0.1068
H -6.910214 1.437815 -2.512389 -0.0906 -0.4088 -0.3575
H -2.500822 1.450394 -2.531885 -0.1129 -0.1010 0.2226
H -3.846707 1.925766 -1.460505 0.3553 -0.1014 -0.0722
H -4.529149 -0.192724 0.554979 -0.0560 -0.3084 -0.0321
H -2.260091 1.563895 0.369856 0.6115 0.0653 0.2100
O -3.006081 -4.991074 3.244161 -0.0812 0.2302 0.0575
C -2.254164 -4.446156 2.482540 -0.1421 -0.3485 -0.0888
C -1.197443 -5.117129 1.631866 0.3861 0.3887 0.0770
C -0.329481 -3.940840 1.205249 0.2245 -0.1162 -0.0420
C -1.326338 -2.796075 1.197904 0.1855 -0.0359 -0.1453
O -2.274868 -3.118052 2.240111 0.0392 -0.1433 0.2060
H -1.681154 -5.595616 0.779554 0.0203 -0.0314 0.0268
H -0.636052 -5.846551 2.211396 -0.2565 -0.1750 -0.0140
H 0.168476 -4.082103 0.247309 -0.1006 0.0568 -0.0301
H 0.439953 -3.760891 1.960601 -0.0153 0.0117 -0.0238
H -1.859454 -2.718217 0.255439 0.0010 -0.0395 0.0192
H -0.856181 -1.838722 1.416099 -0.2218 0.0466 0.1243
O -0.712038 2.257200 -1.195201 0.3636 1.0036 -0.4708
C 0.445921 2.283305 -0.878169 -0.0316 -0.4576 -0.1788
C 1.206638 1.200525 -0.141922 0.3432 0.3780 0.3012
C 2.458128 1.940709 0.312965 -0.0264 -0.1411 0.0887
C 2.616476 2.994721 -0.764977 0.4209 -0.0331 0.1312
O 1.272673 3.309165 -1.185331 -0.2379 -0.0326 0.0469
H 1.437018 0.393734 -0.840368 -0.1714 -0.0353 -0.0001
H 0.629641 0.822069 0.696179 -0.1626 -0.1749 -0.2150
H 3.332632 1.303391 0.421490 0.0145 0.0725 -0.0133
H 2.271969 2.419110 1.274928 0.0814 -0.0537 -0.0002
H 3.172727 2.625491 -1.629407 -0.0556 0.0475 -0.0331
H 3.102973 3.894192 -0.394508 -0.1378 0.0991 -0.1569
O 3.378366 1.424570 3.552307 -0.0551 0.2082 -0.2426
C 4.508063 1.811490 3.486275 -0.1076 -0.4176 0.1911
C 5.587149 1.627886 4.532391 0.2847 0.5127 -0.0491
C 6.639272 2.637456 4.091324 0.1429 -0.0335 0.2081
C 6.419638 2.693227 2.589386 0.2645 0.1325 -0.0408
O 5.012431 2.460021 2.404445 -0.0765 -0.0121 0.1427
H 5.957357 0.602721 4.481030 -0.1080 -0.0300 0.0559
H 5.204993 1.844440 5.526353 -0.1432 -0.2744 -0.0235
H 7.656823 2.364998 4.367039 -0.0066 -0.0026 -0.0840
H 6.420917 3.611291 4.533965 0.0214 -0.0107 -0.0381
H 6.972922 1.915021 2.058605 -0.0373 -0.0118 0.0110
H 6.684053 3.661511 2.169494 -0.1842 -0.0451 -0.1391
O 4.713115 5.366661 -2.062883 0.0767 0.2141 0.3988
C 3.838503 6.180231 -2.145169 -0.0356 -0.5013 -0.3908
C 2.956814 6.413217 -3.352849 -0.1065 0.6097 0.0250
C 2.340257 7.771626 -3.043645 -0.1205 0.0319 -0.2383
C 2.323890 7.775523 -1.524814 -0.2301 0.1940 -0.0084
O 3.472218 7.003357 -1.132516 0.1419 -0.0831 -0.0428
H 2.204031 5.623910 -3.397923 0.0927 -0.0743 -0.0178
H 3.545472 6.431799 -4.266178 0.0200 -0.3068 0.0391
H 1.356048 7.921516 -3.484592 -0.0118 -0.0086 0.0889
H 2.996248 8.564196 -3.409583 -0.0279 0.0004 0.0350
H 1.429707 7.298205 -1.117610 0.0344 -0.0387 -0.0146
H 2.405266 8.779475 -1.112743 0.1379 -0.1055 0.1490
O -2.078522 -6.947486 -1.069586 0.2687 -0.2377 0.0081
C -2.671043 -7.825360 -0.512551 -0.2985 0.2925 -0.2592
C -3.997758 -7.700040 0.206611 0.1128 -0.3240 0.4651
C -4.042886 -8.983282 1.025326 -0.1991 0.0497 0.1480
C -3.224164 -9.936042 0.171031 -0.1260 -0.1901 0.1290
O -2.241460 -9.112131 -0.478189 0.0282 0.1387 0.0295
H -4.797661 -7.658386 -0.534545 0.0436 0.1188 -0.0245
H -4.016900 -6.813965 0.837615 -0.0375 0.1402 -0.2326
H -5.050310 -9.344070 1.227217 0.0369 -0.0511 -0.0498
H -3.545354 -8.823490 1.983823 -0.0136 -0.0133 -0.0243
H -3.825948 -10.428306 -0.596897 0.0174 0.0331 -0.0148
H -2.722252 -10.697090 0.765375 0.1633 0.0362 -0.1466
```
Positions in Å, forces in eV/Å.

***

Record 3
DFT (ωB97M-V with the def2-TZVPD basis set) results for a cluster of 4 separate species, C23H38F8NO7P in total at a distorted geometry.

Results
charge = 0
structure (SMILES) = NP(O)[C@H]1C[C@H](CCOCC(F)(F)C(F)(F)C(F)(F)C(F)F)C(=O)O1.C1CCOC1.C1CCOC1.C1CCOC1

Structure (XYZ):
```
78
Properties=species:S:1:pos:R:3:forces:R:3
N 5.624848 2.874820 1.456083 -0.4921 -0.6332 1.0959
P 3.916924 2.782084 1.694078 -0.4036 1.6385 -1.2550
O 3.674825 3.344152 3.268121 0.3228 -1.6644 -0.4131
C 3.393735 0.983614 1.810501 -0.5903 0.8004 1.0104
C 1.922024 1.094855 2.309526 -0.0477 1.4680 -0.0993
C 0.986855 0.565528 1.182796 1.9356 -0.9391 1.4548
C -0.113785 -0.239670 1.897218 -1.1376 0.5245 -0.7584
C -1.451204 -0.124333 1.139696 1.2359 -0.4065 -0.6468
O -2.479474 -0.920837 1.712034 -0.0239 0.6138 -0.0134
C -3.410707 -0.194497 2.453715 -0.2446 -0.1152 0.6260
C -4.513728 0.435355 1.585796 0.3697 -0.9895 0.9282
F -4.051259 1.234046 0.621211 0.1944 0.7963 -0.2251
F -5.132175 -0.586859 0.958764 -0.4630 -0.1531 -0.3615
C -5.584375 1.114095 2.484556 -0.4981 -0.9761 -0.9552
F -5.047067 1.711725 3.531935 0.6687 1.1084 0.5288
F -6.309583 0.105290 3.000361 -0.5195 -0.6069 0.1385
C -6.593503 2.019637 1.746383 0.9500 1.0260 0.2484
F -7.541533 2.345233 2.635181 -0.4602 0.1836 0.6750
F -7.179706 1.374103 0.756265 -0.2399 -0.7970 -0.6915
C -6.042045 3.360927 1.196006 -0.7202 0.6917 -0.2180
F -5.838638 3.306944 -0.122842 0.1578 -0.3722 -0.6469
F -4.889617 3.731452 1.766548 0.4444 -0.0634 0.5163
C 2.019919 -0.198784 0.340632 -0.0404 2.5315 2.5901
O 1.869699 -1.020266 -0.450405 -0.9147 -2.6793 -2.8600
O 3.276469 0.273861 0.601540 1.1440 0.1244 -0.1828
H 6.145604 2.359687 2.169744 0.0892 -0.0926 -0.2664
H 5.869133 3.852204 1.614596 0.0116 -0.0576 -0.3901
H 3.903328 2.610424 3.866144 -0.0304 0.5239 0.3350
H 4.069642 0.490612 2.525310 -0.3058 -0.5102 -0.2462
H 1.810960 0.644131 3.295824 -0.2537 -0.3462 -0.2981
H 1.634117 2.149376 2.426548 0.2786 -0.1367 0.3269
H 0.675912 1.375113 0.515584 -0.3893 0.0028 0.3515
H -0.274649 0.244924 2.866095 0.1117 -0.3230 0.0541
H 0.156906 -1.288063 2.040566 0.0791 0.1240 -0.0243
H -1.691596 0.941829 1.060095 -0.3314 -0.1907 0.1008
H -1.277576 -0.498124 0.122288 -0.2457 0.0567 0.0800
H -3.934586 -0.914359 3.092993 0.0152 0.0782 -0.1032
H -2.964847 0.533717 3.143186 0.1052 0.1105 -0.3639
H -6.797261 4.135501 1.362336 0.0269 -0.0641 0.2539
C -5.213562 -2.271295 -1.681740 0.0167 0.1641 -0.0792
C -5.079646 -3.246633 -2.843262 -0.0941 -0.1663 0.0188
C -3.569155 -3.346758 -2.994374 0.1460 0.1275 -0.0119
O -3.013355 -3.149794 -1.691361 -0.1893 0.0119 -0.1002
C -4.033862 -2.665409 -0.808062 0.0828 -0.2291 0.0142
H -6.167993 -2.335569 -1.160705 0.0224 -0.0084 0.0077
H -5.088834 -1.245768 -2.039880 -0.0179 -0.0029 0.0374
H -5.493199 -4.218591 -2.561720 0.0056 0.0092 -0.0287
H -5.576750 -2.916835 -3.755154 0.0282 0.0057 0.0037
H -3.182684 -2.559874 -3.651621 -0.0448 -0.0378 -0.0805
H -3.247431 -4.313523 -3.385129 0.0606 0.0104 0.0491
H -4.301403 -3.477702 -0.122302 -0.0604 0.0585 0.0531
H -3.644827 -1.837606 -0.226158 0.1539 -0.0846 -0.0335
C 4.691557 4.510868 -3.994640 0.1812 0.0191 -0.0682
C 4.379904 3.338516 -3.074749 -0.1809 -0.0398 -0.0281
C 4.641640 3.941047 -1.703833 0.2014 0.0433 -0.0049
O 4.337721 5.338105 -1.804580 0.0084 -0.0942 -0.1621
C 4.177335 5.689497 -3.181939 -0.1846 0.0265 0.0889
H 4.224937 4.436441 -4.976527 -0.0121 0.0159 0.0212
H 5.772193 4.595814 -4.135747 -0.0217 0.0115 -0.0168
H 3.326131 3.062608 -3.168234 0.0237 -0.0227 0.0089
H 4.981805 2.452062 -3.271011 0.0072 0.0202 0.0232
H 5.694971 3.843222 -1.421233 -0.0097 -0.1094 0.0177
H 4.032047 3.490369 -0.922091 -0.0004 0.1280 -0.0235
H 3.111410 5.863599 -3.366609 0.0177 0.0296 -0.0945
H 4.720160 6.613334 -3.387801 -0.0063 0.0124 0.0830
C 3.432041 -4.923212 -1.373361 0.1986 -0.0011 0.0216
C 3.137117 -6.105765 -0.460736 -0.1714 -0.1015 -0.0352
C 3.383262 -5.506243 0.915401 0.1420 0.1156 0.0758
O 3.055345 -4.117452 0.822553 0.0365 -0.1250 -0.1025
C 2.893729 -3.757683 -0.558359 -0.1189 -0.1226 -0.0311
H 2.970715 -5.000906 -2.357178 -0.0211 0.0119 0.0259
H 4.511982 -4.819331 -1.509615 -0.0206 0.0041 -0.0221
H 2.088918 -6.399120 -0.559830 0.0213 -0.0113 0.0139
H 3.755434 -6.980978 -0.659220 0.0082 0.0174 0.0243
H 4.438011 -5.588658 1.201485 -0.0024 -0.1033 0.0055
H 2.775726 -5.972401 1.693061 -0.0047 0.0704 0.0268
H 1.828212 -3.601076 -0.745002 0.0289 0.0527 -0.0845
H 3.418414 -2.826746 -0.755748 -0.0183 0.0081 0.0911
```
Positions in Å, forces in eV/Å.

***

The records above yield gap between HOMO and LUMO values of 0.2874, 0.3640, 0.3420 Eh, respectively.
The records above yield HOMO level values of -7.07, -9.57, -8.86 eV, respectively.